10
Properties=species:S:1:pos:R:3:lowdin_charge:R:1 method="wB97M-V/def2-TZVPD" orbital_gap_ev=10.650 de_lowest_kcal_mol=102.4 largest_force_ev_per_a=0.40
N 1.39 -0.94 0.05 -0.04
N -0.02 0.54 -0.75 -0.03
N 1.88 0.26 0.34 0.02
N 0.29 -0.80 -0.64 -0.11
C 0.99 1.14 -0.11 -0.23
C -1.36 -0.42 0.19 0.09
H -1.17 -1.21 0.91 0.07
H -2.01 -0.73 -0.62 0.07
H -1.67 0.51 0.66 0.07
H 1.09 2.21 -0.01 0.10

28
Properties=species:S:1:pos:R:3:lowdin_charge:R:1 method="wB97M-V/def2-TZVPD" orbital_gap_ev="4.720 / 4.895" multiplicity=2 total_charge=+3 largest_force_ev_per_a=7.66
Ti -0.19 -0.22 -1.38 0.57
S -0.38 -1.17 0.82 0.90
O 3.08 0.02 -1.79 0.27
O -0.12 -3.23 -2.48 0.29
O -3.36 0.23 -2.14 0.28
O 0.16 3.03 -1.31 0.28
N -0.27 1.43 1.87 0.10
N 0.17 -0.16 3.27 -0.09
C -0.01 1.89 -1.18 0.00
C -0.15 0.08 1.98 -0.63
C -0.17 -2.04 -2.57 -0.22
C -0.04 0.31 -3.44 -0.21
C -0.13 -1.14 -3.85 -0.13
C -2.27 0.03 -1.79 0.05
C 1.96 -0.14 -1.56 0.03
C -0.04 2.02 3.10 0.04
C 0.44 -1.49 3.81 0.02
C 0.22 1.03 3.98 0.07
H 0.44 1.05 5.04 0.17
H 0.73 -1.45 -4.47 0.18
H -0.09 3.09 3.23 0.16
H 1.20 -2.00 3.21 0.11
H -0.48 1.92 1.01 0.12
H -0.88 0.93 -3.80 0.11
H -1.03 -1.35 -4.48 0.18
H -0.47 -2.11 3.79 0.12
H 0.90 0.79 -3.72 0.10
H 0.78 -1.37 4.84 0.13

66
Properties=species:S:1:pos:R:3:lowdin_charge:R:1 method="wB97M-V/def2-TZVPD" orbital_gap_ev=6.527 total_charge=+2 largest_force_ev_per_a=5.15
Bi -0.82 -2.23 -0.45 1.57
Cl -3.16 -0.32 -4.57 0.55
Cl -2.79 -3.05 -3.43 0.40
P -0.12 -1.53 2.06 0.90
F 1.71 2.27 -5.73 0.17
F 3.89 5.54 -3.20 0.17
F 1.78 0.66 -3.50 0.10
F 3.96 4.07 -1.08 0.18
N 2.76 2.51 1.40 0.21
N -2.38 -0.82 -0.32 -0.11
N -0.47 -3.06 2.75 -0.09
N -0.60 2.85 -1.32 0.18
N 0.80 -0.34 -0.95 0.07
N -2.67 1.46 -1.20 0.15
N 0.96 4.36 -7.49 0.23
N -1.89 -3.71 1.05 -0.12
N 2.42 7.64 -5.06 0.25
C 3.18 -0.43 4.06 -0.04
C 2.31 1.69 -1.09 -0.15
C -2.46 0.27 -0.83 -0.32
C -3.65 -1.99 -4.65 -0.98
C 1.49 0.56 -1.05 -0.15
C 2.22 2.69 -4.60 -0.13
C 1.58 -1.24 2.43 -0.39
C 1.89 -0.57 3.64 -0.08
C 3.30 4.37 -3.22 -0.11
C -3.03 -5.71 2.68 0.00
C -2.91 -4.54 0.61 -0.08
C -2.99 1.76 3.25 -0.02
C -1.16 -0.25 2.57 -0.38
C 2.26 5.08 -5.36 -0.06
C 2.60 -1.88 1.77 -0.09
C -1.42 -3.94 2.25 -0.42
C -3.50 -5.50 1.39 -0.03
C -1.88 2.07 2.42 -0.03
C -1.58 2.26 -1.21 -0.31
C 3.33 3.60 -2.12 -0.15
C 2.24 1.95 -3.47 -0.09
C -1.99 -4.90 3.12 0.02
C 2.60 4.08 -4.49 0.00
C -3.27 0.44 3.58 -0.08
C -0.96 1.07 2.12 -0.10
C 4.24 -0.97 3.31 -0.03
C 3.96 -1.73 2.20 -0.04
C -2.37 -0.53 3.32 -0.08
C 2.61 2.37 -2.16 -0.06
C 2.35 6.50 -5.18 -0.14
C 1.56 4.70 -6.60 -0.14
C 2.51 2.18 0.31 -0.13
H 3.39 0.22 4.93 0.13
H -4.72 -2.17 -4.53 0.04
H 2.35 -2.43 0.87 0.09
H -3.29 -4.35 -0.37 0.10
H -3.28 -2.55 -5.57 0.06
H 4.71 -2.28 1.62 0.12
H -4.23 0.21 4.17 0.16
H -1.67 3.09 2.04 0.13
H 1.04 -0.21 4.19 0.11
H -0.08 1.34 1.59 0.08
H -3.71 2.51 3.49 0.11
H -1.63 -4.93 4.23 0.16
H -4.26 -6.13 1.11 0.10
H -0.11 -3.32 3.70 0.16
H -2.58 -1.56 3.68 0.12
H -3.65 -6.38 3.27 0.14
H 5.29 -0.88 3.61 0.13

134
Properties=species:S:1:pos:R:3:lowdin_charge:R:1 method="wB97M-V/def2-TZVPD" orbital_gap_ev="7.114 / 5.466" de_lowest_kcal_mol=0.0 multiplicity=2 total_charge=+2 largest_force_ev_per_a=1.25
Ir -0.19 -0.04 -0.27 1.23
S 2.09 -3.84 1.13 0.74
P 1.48 -1.05 -1.69 0.91
N 0.42 1.93 -0.42 -0.03
N 0.47 -0.63 1.58 0.05
N 1.42 -6.21 2.11 0.01
N -2.14 1.69 -1.59 -0.04
N 3.52 -6.07 1.21 0.02
N -0.61 2.70 0.03 -0.02
N -1.95 1.12 2.05 0.15
N -2.01 0.78 0.68 -0.16
N -1.63 0.50 -2.02 0.03
C 0.53 -3.86 -1.93 -0.13
C 3.19 -1.63 -1.34 -0.36
C -3.00 0.62 2.61 -0.24
C 1.11 4.04 -0.19 0.03
C 2.21 1.10 2.06 -0.10
C 0.56 0.58 3.79 -0.09
C -0.59 -2.28 3.11 0.02
C 2.84 2.44 -1.14 -0.38
C -3.81 -0.11 1.66 0.04
C -2.25 -3.68 2.11 0.04
C 2.59 -0.18 -4.19 -0.11
C 1.50 1.10 4.88 -0.27
C -2.32 -2.17 -3.47 -0.06
C -0.99 -0.92 -5.29 -0.04
C -1.54 -3.28 3.23 -0.24
C -2.80 2.31 -2.57 -0.02
C -0.34 -1.68 1.85 -0.31
C 1.38 -0.05 2.63 -0.36
C -2.61 1.97 4.72 -0.05
C -1.06 -2.16 0.72 -0.09
C 2.39 -0.04 5.39 -0.10
C -1.80 -3.90 4.58 -0.02
C 3.85 -7.46 1.53 -0.16
C 3.17 1.64 3.14 -0.27
C -3.18 0.01 0.49 -0.08
C -3.38 0.84 4.05 -0.35
C -2.05 0.37 -3.31 -0.23
C -2.03 -3.13 0.83 -0.24
C -2.09 -0.85 -4.22 -0.33
C -2.75 1.51 -3.68 0.01
C 2.34 -1.14 3.14 -0.11
C 2.37 2.21 4.30 -0.10
C 4.10 0.54 3.64 -0.10
C 4.26 -0.78 -0.65 -0.11
C 0.86 -2.53 -2.59 -0.36
C 1.49 2.76 -0.57 -0.25
C 3.24 -0.58 4.24 -0.27
C 1.57 0.11 -3.09 -0.39
C -2.84 -3.66 -0.31 -0.01
C -0.22 3.96 0.17 -0.01
C 2.36 -5.48 1.51 -0.79
C -3.27 -0.47 4.84 -0.05
C 3.97 2.95 -0.25 -0.03
C 2.58 -8.28 1.59 -0.16
C 1.60 -7.60 2.53 -0.16
C 2.99 3.10 -2.52 -0.04
B -2.01 2.13 -0.14 -0.57
H 0.56 0.16 -3.48 0.05
H 4.05 4.04 -0.32 0.09
H -3.65 -0.33 5.85 0.09
H 2.49 0.57 -4.98 0.09
H 3.83 2.69 0.79 0.05
H -2.12 -2.04 -2.40 0.03
H 1.81 -2.02 3.50 0.09
H 2.43 -1.15 -4.66 0.07
H 3.04 0.33 6.19 0.13
H 4.52 -7.83 0.76 0.13
H 2.95 -1.49 2.30 0.08
H 4.47 0.15 -1.17 0.06
H -3.05 2.19 5.69 0.09
H -2.85 2.91 0.20 0.14
H 3.08 -2.57 -0.80 -0.01
H 1.41 -4.35 -1.54 0.04
H -3.83 -3.19 -0.32 0.10
H 1.78 -0.84 5.82 0.12
H 3.04 2.61 5.06 0.13
H 2.13 2.95 -3.18 0.08
H -0.92 4.72 0.49 0.14
H 1.75 1.09 -2.67 0.01
H -2.23 -0.78 4.91 0.06
H -1.68 -2.98 -3.84 0.08
H -0.79 -1.88 -0.34 0.05
H -1.23 -1.71 -6.00 0.10
H 5.18 -1.35 -0.63 0.09
H 0.57 -5.72 2.32 0.11
H 4.22 -5.47 0.80 0.13
H -4.75 -0.62 1.86 0.13
H -0.03 1.40 3.37 0.10
H 3.88 2.72 -3.03 0.10
H -0.92 0.02 -5.84 0.10
H 0.63 -8.09 2.50 0.13
H -0.17 -3.77 -1.10 0.03
H -0.15 -0.12 4.22 0.09
H 1.65 -2.69 -3.33 0.09
H -0.86 -4.18 5.06 0.09
H 3.53 -1.89 -2.34 0.09
H 0.01 -2.15 -3.15 0.03
H 3.61 -0.14 -3.82 0.08
H -0.05 -1.97 3.98 0.11
H -2.99 -4.73 -0.21 0.10
H 1.73 3.04 3.96 0.13
H 4.72 0.15 2.83 0.12
H 4.00 -0.56 0.38 0.05
H -3.24 1.68 -4.63 0.12
H 0.89 1.49 5.70 0.15
H 2.93 1.36 -1.21 0.07
H -3.35 -2.51 -3.57 0.10
H -2.43 -4.78 4.49 0.09
H 1.73 4.92 -0.20 0.13
H -3.45 -0.34 -0.50 0.13
H -1.56 1.70 4.88 0.06
H -2.38 -3.47 -1.27 0.04
H 3.88 -1.39 4.60 0.15
H -2.31 -3.19 5.24 0.08
H 4.39 -7.51 2.48 0.13
H -3.84 -1.27 4.37 0.08
H -3.29 3.26 -2.39 0.14
H -0.01 -1.15 -4.88 0.04
H 2.80 -9.29 1.93 0.13
H -4.43 1.12 4.02 0.15
H 1.96 -7.64 3.56 0.13
H -2.63 2.88 4.11 0.09
H 2.76 0.76 1.18 0.09
H 3.78 2.44 2.70 0.13
H 1.54 1.91 1.75 0.11
H 4.93 2.54 -0.58 0.09
H -2.99 -4.46 2.21 0.14
H 0.07 -4.50 -2.68 0.09
H 4.78 0.94 4.40 0.13
H 3.11 4.17 -2.40 0.09
H 2.14 -8.35 0.59 0.13
H -3.01 -0.66 -4.78 0.13